[1]
ORCA calculation (ωB97M-V/def2-TZVPD) on a gas-phase ion, HO5S2 (charge -1) at a distorted geometry.

XYZ file:
```
8
Properties=species:S:1:pos:R:3:lowdin_charge:R:1
O -2.5125 0.9549 0.4492 -0.50
O -2.2919 -1.1364 -0.7746 -0.51
O 2.1510 -0.0030 -1.2482 -0.48
O -0.0255 0.1746 0.2398 -0.49
O 2.4779 -0.1597 1.2199 -0.50
S -1.7813 0.2502 -0.6188 0.76
S 1.8911 0.5527 0.0571 0.74
H 0.0911 -0.6333 0.6756 -0.02
```

Computed properties:
energy relative to the best compared isomer or geometry (same formula, charge and spin)	9.4	kcal/mol
maximum force	2.7	eV Å⁻¹
lowest unoccupied orbital energy	3.666	eV
HOMO energy	-5.46	eV
E	-31925.3879	eV
charge	-1

[2]
ORCA calculation (ωB97M-V/def2-TZVPD) on a molecular structure, C4H5O6Tm at a distorted geometry.

XYZ file:
```
16
Properties=species:S:1:pos:R:3:lowdin_charge:R:1
O -1.9515 1.6240 -1.2397 -0.08
C -0.9744 0.9540 -1.6848 -0.76
O -1.1472 0.1655 -2.6582 -0.06
O 0.2049 1.1724 -1.1469 0.13
Tm -3.4056 0.9536 -3.0558 1.76
C 0.6593 0.6125 0.0782 -0.23
C 0.1657 0.8153 1.4741 0.04
H 1.7021 0.9576 0.0629 0.18
H -0.8873 0.4698 1.0385 0.19
H 1.0270 0.8665 2.1506 0.15
O 1.4201 -1.3509 1.8749 0.42
C 1.0399 -1.7257 0.7746 -0.50
O 0.7590 -0.9286 -0.2265 0.18
O 0.4408 -2.8932 0.6061 0.27
H 1.0949 -3.5504 0.3337 0.18
H -0.1478 1.8577 1.6183 0.14
```

Computed properties:
energy relative to the best compared isomer or geometry (same formula, charge and spin)	37.3	kcal/mol
maximum force	5.5	eV Å⁻¹
multiplicity	3
lowest unoccupied orbital energy (spin up / spin down)	-8.383 / -12.326	eV
HOMO energy (spin up / spin down)	-16.85 / -16.08	eV
E	-46021.6318	eV
charge	+2

[3]
ORCA calculation (ωB97M-V/def2-TZVPD) on 10 unconnected molecules or ions with the total composition C71H91N9O6SSi at a distorted geometry.

XYZ file:
```
179
Properties=species:S:1:pos:R:3:lowdin_charge:R:1
C 0.1317 -1.8686 7.8090 -0.07
C 0.1491 -2.3093 6.2526 -0.23
O 1.4441 -2.0389 5.6184 -0.17
C 1.3122 -2.1976 4.1897 -0.12
C 1.4747 -0.7844 3.3696 -0.26
C 0.4706 -1.0298 2.1333 -0.02
C -1.0441 -0.5667 2.4152 -0.27
O -1.4039 0.6288 2.6087 0.06
C -2.2502 -1.6526 2.4130 -0.09
C -2.7291 -2.0806 0.9724 -0.01
C -3.9187 -3.0862 0.8690 -0.09
C -4.5903 -3.6557 2.1424 -0.07
C -4.1018 -3.2159 3.5657 -0.05
C -2.9209 -2.2096 3.6965 -0.01
O 0.9092 0.1481 4.3645 -0.18
S 2.1101 1.0982 5.1056 0.85
O 1.9071 2.5818 5.1251 -0.27
O 2.5038 0.6953 6.5186 -0.29
O 3.3690 0.4399 4.2171 -0.21
C 3.0018 -0.3150 3.0290 -0.30
C 3.2771 0.4190 1.6275 -0.11
C 4.4011 1.5620 1.6638 -0.16
C 5.8214 1.0142 1.0753 -0.19
C 6.9798 2.0951 1.3914 -0.21
C 6.4864 3.6299 1.2915 -0.21
C 6.2129 4.2916 2.7635 -0.20
C 5.0419 5.3903 2.7502 -0.23
C 3.7369 4.9575 3.6392 -0.25
Si 2.1384 5.6879 2.8845 0.54
C 0.5170 5.1042 3.7478 -0.22
C 2.2108 7.6087 3.1868 -0.20
C 1.9590 5.2266 1.0291 -0.22
C 1.0988 3.9373 0.7218 -0.07
C 0.8103 3.4388 -0.7432 -0.07
C 1.4423 4.2509 -1.9126 -0.07
C 2.3229 5.5097 -1.5928 -0.07
C 2.5926 6.0292 -0.1477 -0.07
C 4.1264 -1.4907 3.0369 -0.08
C 5.3629 -1.4699 3.9978 0.02
C 6.4301 -2.6268 4.0418 -0.05
C 6.3302 -3.8863 3.1219 -0.05
C 5.1172 -3.8928 2.1192 -0.08
C 4.0515 -2.7379 2.0753 -0.03
H 0.7684 -0.9294 7.9379 0.08
H -0.9645 -1.5725 8.0433 0.08
H 0.3827 -2.7186 8.5288 0.08
H -0.0461 -3.4371 6.1607 0.13
H -0.6847 -1.6883 5.7446 0.10
H 0.2317 -2.5778 4.0024 0.12
H 2.0185 -3.0137 3.8159 0.14
H 0.7860 -0.5323 1.1550 0.12
H 0.4107 -2.1642 1.9052 0.14
H -2.2146 -1.6282 0.0451 0.11
H -4.2780 -3.3704 -0.1890 0.09
H -5.4528 -4.4093 2.1006 0.08
H -4.5736 -3.6092 4.5418 0.10
H -2.5923 -1.8761 4.7345 0.09
H 3.4487 -0.3691 0.7967 0.13
H 2.2873 0.9498 1.3295 0.11
H 4.0626 2.3664 0.9018 0.11
H 4.5090 2.1055 2.6602 0.09
H 6.0630 -0.0510 1.4046 0.10
H 5.6846 1.0309 -0.0764 0.12
H 7.3797 1.8573 2.4372 0.11
H 7.7884 1.9716 0.5745 0.11
H 7.3865 4.2191 0.8588 0.11
H 5.6245 3.7999 0.5616 0.10
H 6.0355 3.4156 3.4762 0.09
H 7.2207 4.7589 3.0715 0.11
H 5.4667 6.3297 3.2755 0.09
H 4.7631 5.7219 1.6863 0.08
H 3.9193 5.4046 4.6931 0.09
H 3.7419 3.8211 3.7541 0.04
H 0.6069 5.2397 4.8911 0.05
H 0.3395 3.9704 3.5979 0.02
H -0.3999 5.6233 3.2995 0.05
H 2.9948 8.1294 2.5425 0.03
H 2.3857 7.7247 4.3196 0.05
H 1.1333 7.9744 2.9976 0.04
H 0.6324 3.2971 1.5518 0.07
H 0.1491 2.5137 -0.9027 0.08
H 1.2250 3.8922 -2.9751 0.07
H 2.7927 6.0702 -2.4762 0.08
H 3.2311 6.9510 0.0741 0.09
H 5.5638 -0.6067 4.7285 0.11
H 7.3034 -2.5979 4.7702 0.09
H 7.0978 -4.7237 3.1975 0.09
H 5.0499 -4.8168 1.4459 0.07
H 3.1926 -2.8507 1.3248 0.10
N 3.7479 3.7811 -6.5837 0.00
C 2.8593 3.9779 -7.6073 -0.14
C 1.8335 4.7593 -7.1339 -0.11
C 2.1164 5.0495 -5.7761 -0.12
C 3.3053 4.4350 -5.4652 -0.15
H 4.5953 3.2403 -6.6445 0.15
H 3.0324 3.5449 -8.5809 0.11
H 0.9754 5.0867 -7.7022 0.09
H 1.5168 5.6430 -5.1009 0.09
H 3.8723 4.4058 -4.5467 0.10
N -5.9481 -0.6877 0.0364 0.02
C -5.5271 0.2116 -0.9044 -0.14
C -6.6355 0.6789 -1.5707 -0.13
C -7.7675 0.0413 -1.0057 -0.11
C -7.3128 -0.7942 -0.0144 -0.15
H -5.3462 -1.1935 0.6701 0.10
H -4.4781 0.4402 -1.0203 0.10
H -6.6315 1.4009 -2.3750 0.09
H -8.8002 0.1783 -1.2919 0.09
H -7.8407 -1.4547 0.6566 0.10
N -9.2026 -4.7885 0.3437 0.01
C -8.7828 -3.8857 -0.5976 -0.17
C -9.8909 -3.4207 -1.2624 -0.10
C -11.0216 -4.0621 -0.6976 -0.11
C -10.5665 -4.8979 0.2928 -0.13
H -8.6017 -5.2927 0.9756 0.15
H -7.7356 -3.6543 -0.7132 0.08
H -9.8877 -2.6977 -2.0654 0.10
H -12.0546 -3.9266 -0.9837 0.08
H -11.0939 -5.5600 0.9627 0.11
N -4.5446 0.0898 -4.3361 0.01
C -3.6143 1.0550 -4.0570 -0.15
C -2.5804 0.9196 -4.9519 -0.12
C -2.9016 -0.1638 -5.8062 -0.12
C -4.1205 -0.6544 -5.4042 -0.14
H -5.4079 -0.0503 -3.8333 0.11
H -3.7669 1.7525 -3.2469 0.10
H -1.6922 1.5335 -4.9882 0.09
H -2.3076 -0.5426 -6.6250 0.09
H -4.7203 -1.4677 -5.7845 0.10
N 5.2923 -5.2713 -1.5425 0.00
C 6.2274 -4.3072 -1.2717 -0.15
C 7.2552 -4.4494 -2.1717 -0.11
C 6.9261 -5.5356 -3.0206 -0.11
C 5.7082 -6.0212 -2.6106 -0.14
H 4.4326 -5.4070 -1.0360 0.14
H 6.0814 -3.6064 -0.4636 0.09
H 8.1449 -3.8385 -2.2150 0.09
H 7.5147 -5.9192 -3.8412 0.08
H 5.1039 -6.8341 -2.9846 0.10
N -6.9215 -5.3149 -3.0983 0.01
C -5.9928 -4.3472 -2.8180 -0.15
C -4.9594 -4.4784 -3.7141 -0.11
C -5.2788 -5.5609 -4.5701 -0.11
C -6.4961 -6.0554 -4.1684 -0.14
H -7.7841 -5.4581 -2.5958 0.13
H -6.1459 -3.6515 -2.0070 0.08
H -4.0726 -3.8621 -3.7501 0.09
H -4.6845 -5.9364 -5.3902 0.09
H -7.0940 -6.8692 -4.5501 0.11
N 5.6524 10.9445 2.9836 0.00
C 6.8300 10.2850 2.7509 -0.14
C 6.8812 9.1999 3.5918 -0.12
C 5.6878 9.2015 4.3559 -0.13
C 4.9479 10.2877 3.9570 -0.15
H 5.3511 11.7816 2.5117 0.14
H 7.5284 10.6446 2.0104 0.10
H 7.6877 8.4836 3.6495 0.09
H 5.4014 8.4866 5.1136 0.09
H 3.9840 10.6497 4.2815 0.11
N 6.3418 -8.3353 -5.9701 0.00
C 6.7608 -7.4400 -6.9183 -0.15
C 5.6518 -6.9724 -7.5799 -0.11
C 4.5209 -7.6039 -7.0065 -0.11
C 4.9765 -8.4369 -6.0142 -0.15
H 6.9433 -8.8392 -5.3387 0.14
H 7.8095 -7.2149 -7.0408 0.10
H 5.6543 -6.2541 -8.3865 0.09
H 3.4875 -7.4640 -7.2881 0.09
H 4.4488 -9.0926 -5.3379 0.10
N -13.4040 -2.0978 -2.7112 0.00
C -14.2959 -1.8800 -3.7274 -0.14
C -15.3168 -1.1033 -3.2363 -0.12
C -15.0277 -0.8376 -1.8749 -0.11
C -13.8403 -1.4612 -1.5791 -0.15
H -12.5586 -2.6407 -2.7848 0.12
H -14.1283 -2.2966 -4.7091 0.10
H -16.1759 -0.7630 -3.7955 0.09
H -15.6223 -0.2540 -1.1874 0.09
H -13.2702 -1.5082 -0.6633 0.10
```

Computed properties:
maximum force	5.2	eV Å⁻¹
lowest unoccupied orbital energy	-0.423	eV
HOMO energy	-8.13	eV
E	-119492.2072	eV
SMILES	CCOC[C@@]1(CC(=O)c2ccccc2)OS(=O)(=O)O[C@@]1(CCCCCCCC[Si](C)(C)c1ccccc1)c1ccccc1.c1cc[nH]c1.c1cc[nH]c1.c1cc[nH]c1.c1cc[nH]c1.c1cc[nH]c1.c1cc[nH]c1.c1cc[nH]c1.c1cc[nH]c1.c1cc[nH]c1

[4]
ORCA calculation (ωB97M-V/def2-TZVPD) on C22H27N3O3 in the gas phase.

XYZ file:
```
55
Properties=species:S:1:pos:R:3:lowdin_charge:R:1
C 4.0569 1.4740 -1.9622 -0.09
O 4.7414 1.9993 -0.8474 -0.18
C 4.8564 1.1394 0.2602 -0.20
C 3.7005 1.2503 1.2699 -0.10
N 2.4767 0.6343 0.7954 0.00
C 1.4880 1.4151 0.2690 -0.01
C 0.3332 0.9065 -0.2312 -0.09
C 0.1924 -0.5053 -0.2188 -0.04
C 1.1920 -1.2947 0.3583 -0.05
N 0.8331 -2.6161 0.2938 -0.03
C -0.3803 -2.6999 -0.3289 -0.16
C -1.1483 -3.8214 -0.6289 -0.01
C -2.3403 -3.6243 -1.2905 -0.08
C -2.7655 -2.3467 -1.6681 -0.09
C -2.0151 -1.2306 -1.3752 -0.03
C -0.8181 -1.3979 -0.6814 -0.09
H -2.3244 -0.2473 -1.6940 0.10
H -3.6967 -2.2422 -2.2049 0.10
H -2.9578 -4.4756 -1.5363 0.10
H -0.8187 -4.8127 -0.3578 0.11
C 1.5956 -3.7335 0.7786 -0.01
H 2.5249 -3.3580 1.2030 0.08
H 1.8211 -4.4219 -0.0390 0.10
H 1.0357 -4.2705 1.5480 0.10
C 2.4072 -0.7497 0.8972 -0.35
O 3.3292 -1.3817 1.4073 0.04
C -0.7120 1.8016 -0.8287 -0.43
O -0.5838 2.2704 -1.9448 0.08
N -1.7810 2.0546 -0.0439 -0.04
C -1.9784 1.5596 1.2963 -0.11
H -1.1168 0.9642 1.5996 0.13
C -3.2609 0.7226 1.3853 -0.36
C -3.4689 0.2194 2.8090 -0.06
H -3.5632 1.0543 3.5006 0.08
H -2.6284 -0.3951 3.1234 0.08
H -4.3738 -0.3799 2.8699 0.08
C -4.4406 1.5729 0.9105 -0.17
C -4.1801 2.1007 -0.4981 -0.16
C -2.8660 2.8782 -0.5347 -0.13
H -2.6134 3.1823 -1.5520 0.12
H -2.9465 3.7725 0.0956 0.13
H -4.9940 2.7534 -0.8165 0.11
H -4.1253 1.2634 -1.1960 0.11
H -5.3556 0.9780 0.9232 0.12
H -4.5776 2.4135 1.5958 0.12
H -3.1542 -0.1386 0.7173 0.13
H -2.0628 2.4178 1.9773 0.14
H 1.6780 2.4776 0.2743 0.15
H 3.5110 2.3014 1.4897 0.13
H 4.0028 0.7247 2.1801 0.13
H 4.9572 0.0947 -0.0583 0.12
H 5.7746 1.4404 0.7738 0.13
H 4.4546 0.4907 -2.2398 0.09
H 2.9794 1.3865 -1.7930 0.07
H 4.2294 2.1748 -2.7772 0.09
```

Computed properties:
energy relative to the best compared isomer or geometry (same formula, charge and spin)	41.1	kcal/mol
maximum force	0.8	eV Å⁻¹
lowest unoccupied orbital energy	0.413	eV
HOMO energy	-7.70	eV
E	-33866.4682	eV
SMILES	COCCn1cc(C(=O)N2CCC[C@H](C)C2)c2c3ccccc3n(C)c2c1=O

[5]
ORCA calculation (ωB97M-V/def2-TZVPD) on 2 unconnected molecules or ions with the total composition CHO3PS2 at a distorted geometry.

XYZ file:
```
8
Properties=species:S:1:pos:R:3:lowdin_charge:R:1
C 1.1414 1.0822 1.5837 -0.34
O 2.2743 3.3010 1.0502 -0.48
O 1.4519 0.7725 2.6949 0.00
O 1.1099 2.2983 -0.9467 -0.45
P 1.0489 2.5872 0.5117 -0.21
S -0.4095 -0.9887 0.5923 -0.08
S -0.6644 3.1562 1.5009 0.00
H -1.0423 0.1244 0.7439 -0.45
```

Computed properties:
energy relative to the best compared isomer or geometry (same formula, charge and spin)	33.0	kcal/mol
maximum force	6.3	eV Å⁻¹
lowest unoccupied orbital energy	5.982	eV
HOMO energy	-0.52	eV
E	-38156.0843	eV
charge	-2